ORCA calculation (the ωB97M-V functional and the def2-TZVPD basis) on the molecule C6H12O2 in a non-equilibrium geometry.

```
20
C6H12O2, DFT the ωB97M-V functional and the def2-TZVPD basis
C 1.76 0.43 -0.13
C 0.41 0.33 -0.81
C -0.11 1.69 -1.24
C -0.71 -0.48 0.37
C -1.07 0.46 1.48
O -0.10 -1.65 0.88
C -0.45 -2.80 0.30
O 0.00 -3.31 -0.69
H 1.73 1.12 0.72
H 2.51 0.82 -0.82
H 2.10 -0.53 0.25
H 0.50 -0.34 -1.68
H -0.13 2.38 -0.40
H 0.54 2.12 -2.00
H -1.12 1.61 -1.64
H -1.13 -0.50 -0.69
H -0.18 0.80 2.00
H -1.72 -0.07 2.17
H -1.61 1.32 1.09
H -1.21 -3.39 0.84
```

Energy above the lowest of the compared OMol25 structures with the same formula, charge and spin: 274.3 kJ/mol
Energy: -386.21568 Ha
Gap between HOMO and LUMO: 9.95 eV
SMILES string: CC(C)[C@H](C)OC=O
Largest force on an atom: 5.6 eV Å⁻¹
LUMO: 0.988 eV

ORCA calculation (the ωB97M-V functional and the def2-TZVPD basis) on C6H12O3 as an isolated structure in a non-equilibrium geometry.

```
21
C6H12O3, DFT the ωB97M-V functional and the def2-TZVPD basis
C -0.41 0.84 0.49
C 0.35 -0.86 -0.32
C -0.17 1.39 -0.74
C -1.60 1.05 -0.36
C -0.34 -1.86 0.59
C 1.84 -0.76 -0.09
O -0.02 1.03 1.76
O 0.12 -1.12 -1.67
O -0.22 3.12 -0.30
H -0.75 0.82 2.35
H -0.55 -1.80 -1.84
H 0.51 3.28 0.31
H 0.47 1.40 -1.61
H -2.10 0.18 -0.79
H -2.24 1.90 -0.14
H 0.01 -2.87 0.36
H 2.30 -0.08 -0.80
H 2.05 -0.42 0.92
H -0.12 -1.65 1.64
H -1.42 -1.84 0.44
H 2.31 -1.75 -0.21
```

Energy above the lowest of the compared OMol25 structures with the same formula, charge and spin: 546.0 kJ/mol
Energy: -461.35799 Ha
Gap between HOMO and LUMO: 8.52 eV
Largest force on an atom: 6.9 eV Å⁻¹
LUMO: 0.519 eV

ORCA calculation (the ωB97M-V functional and the def2-TZVPD basis) on a 2-piece molecular cluster, C6H12O4 overall in a non-equilibrium geometry.

```
22
C6H12O4, DFT the ωB97M-V functional and the def2-TZVPD basis
C -0.16 -3.38 2.47
C 0.49 -2.62 1.36
O 1.56 -2.86 0.86
O -0.18 -1.56 0.86
O -1.43 -1.30 1.46
H -1.13 -3.75 2.13
H 0.48 -4.20 2.77
H -0.35 -2.71 3.30
H -1.57 -0.36 1.19
C 0.93 2.88 -1.92
C 0.53 2.41 -0.53
C -0.49 1.31 -0.46
C -0.53 0.34 -1.60
O -1.21 1.20 0.51
H 1.40 2.09 -2.49
H 1.63 3.71 -1.84
H 0.05 3.24 -2.47
H 1.42 2.02 -0.02
H 0.17 3.25 0.07
H -0.75 0.86 -2.53
H 0.44 -0.15 -1.69
H -1.29 -0.42 -1.42
```

Energy above the lowest of the compared OMol25 structures with the same formula, charge and spin: 273.3 kJ/mol
Energy: -536.70104 Ha
Gap between HOMO and LUMO: 10.89 eV
SMILES string: CC(=O)OO.CCC(C)=O
Largest force on an atom: 1.2 eV Å⁻¹
LUMO: 0.771 eV

ORCA calculation (the ωB97M-V functional and the def2-TZVPD basis) on C6H12O4 as an isolated structure in a non-equilibrium geometry.

```
22
C6H12O4, DFT the ωB97M-V functional and the def2-TZVPD basis
O 3.17 0.03 0.20
C 2.45 0.51 -0.89
C 1.52 -0.42 -1.63
O 1.40 -1.74 -1.20
C 0.96 0.65 -0.72
C 0.29 0.28 0.58
C -1.15 -0.10 0.38
C -2.06 -0.05 1.56
O -1.99 1.01 0.08
H 3.91 -0.49 -0.12
H 2.97 1.27 -1.48
H 1.42 -0.28 -2.71
H 2.19 -2.23 -1.46
H 0.52 1.50 -1.23
H 0.81 -0.57 1.05
H 0.36 1.13 1.28
H -1.31 -0.95 -0.29
H -2.16 -1.02 2.05
H -1.81 0.68 2.34
O -3.89 -0.15 0.79
H -3.20 0.66 -0.06
H -4.40 0.30 1.47
```

Energy above the lowest of the compared OMol25 structures with the same formula, charge and spin: 630.0 kJ/mol
Energy: -536.56520 Ha
Gap between HOMO and LUMO: 9.17 eV
Largest force on an atom: 3.9 eV Å⁻¹
LUMO: 0.475 eV